The following is a quantum chemistry calculation of a cluster of 6 separate species, C14H29O24PS6 in total at a distorted geometry, from the OMol25 dataset.

The calculation puts the HOMO energy at -9.462 eV. As for the LUMO energy: -0.094 eV. The calculation puts the frontier orbital gap at 0.344 hartree. Its SMILES is CS(=O)(=O)PCCC(=O)O.O=S1(=O)OCCO1.O=S1(=O)OCCO1.O=S1(=O)OCCO1.O=S1(=O)OCCO1.O=S1(=O)OCCO1. As for the net charge: 0.

Positions of all 74 atoms, in Å:
C (4.317, -1.503, 2.250)
S (4.142, -2.887, 3.327)
O (4.540, -4.065, 2.597)
O (4.881, -2.590, 4.537)
P (2.133, -3.105, 4.015)
C (1.118, -2.637, 2.559)
C (-0.390, -2.628, 2.848)
C (-0.849, -1.433, 3.647)
O (-0.218, -0.886, 4.491)
O (-2.110, -1.003, 3.377)
H (3.966, -1.726, 1.242)
H (5.400, -1.344, 2.210)
H (3.849, -0.610, 2.667)
H (2.028, -1.995, 4.857)
H (1.279, -3.410, 1.799)
H (1.410, -1.695, 2.089)
H (-0.947, -2.653, 1.905)
H (-0.666, -3.518, 3.428)
H (-2.425, -1.411, 2.556)
O (-7.721, -0.999, 1.826)
S (-6.873, -2.025, 2.322)
O (-6.766, -3.270, 1.647)
O (-7.204, -2.266, 3.858)
C (-6.021, -2.092, 4.663)
C (-5.201, -1.074, 3.900)
O (-5.403, -1.440, 2.518)
H (-5.513, -3.055, 4.735)
H (-6.301, -1.752, 5.655)
H (-4.136, -1.105, 4.113)
H (-5.579, -0.061, 4.055)
O (2.047, -0.993, 0.034)
S (1.432, 0.289, 0.091)
O (1.909, 1.280, 0.990)
O (-0.137, 0.084, 0.300)
C (-0.858, 0.737, -0.770)
C (0.095, 0.675, -1.947)
O (1.391, 0.902, -1.364)
H (-1.061, 1.766, -0.470)
H (-1.792, 0.219, -0.955)
H (-0.103, 1.437, -2.694)
H (0.094, -0.310, -2.417)
O (5.217, 1.713, -3.318)
S (3.939, 1.720, -3.935)
O (2.759, 1.775, -3.152)
O (3.873, 0.497, -4.956)
C (3.581, 0.961, -6.283)
C (4.172, 2.355, -6.325)
O (3.891, 2.887, -5.021)
H (2.497, 0.978, -6.414)
H (4.027, 0.290, -7.011)
H (3.720, 2.987, -7.083)
H (5.254, 2.331, -6.465)
O (-3.718, -0.764, -2.248)
S (-4.855, -0.930, -3.090)
O (-4.731, -0.810, -4.496)
O (-6.007, 0.028, -2.556)
C (-7.194, -0.730, -2.256)
C (-6.666, -2.091, -1.858)
O (-5.563, -2.313, -2.756)
H (-7.809, -0.779, -3.157)
H (-7.750, -0.245, -1.459)
H (-7.400, -2.882, -1.972)
H (-6.287, -2.089, -0.835)
O (6.765, 6.457, 0.022)
S (5.434, 5.976, 0.134)
O (4.351, 6.867, 0.350)
O (5.413, 4.821, 1.235)
C (4.889, 3.603, 0.678)
C (5.265, 3.676, -0.786)
O (5.086, 5.061, -1.126)
H (3.806, 3.593, 0.817)
H (5.325, 2.746, 1.184)
H (4.647, 3.046, -1.412)
H (6.314, 3.415, -0.941)

Results of the Löwdin charge analysis, in e, for atoms 1 through 2:
1. C -0.187
2. S 0.368

***

The following is a quantum chemistry calculation of a structure of composition C14H29O4OsPS at a distorted geometry, from the OMol25 dataset.

The calculation puts the HOMO energy (spin up / spin down) at -21.746 / -24.120 eV. The spin multiplicity is 5. As for the LUMO energy (spin up / spin down): -14.756 / -19.205 eV. The calculation puts the frontier orbital gap (spin up / spin down) at 0.257 / 0.181 hartree. As for the net charge: +4.

Positions of all 50 atoms, in Å:
Os (0.070, -1.027, 0.929)
C (0.590, -2.396, -0.480)
O (0.957, -3.145, -1.297)
C (-1.883, -1.082, 0.537)
O (-3.030, -1.118, 0.308)
C (-0.058, 0.356, 2.421)
O (-0.226, 1.123, 3.284)
C (-0.114, 0.129, -2.535)
P (0.263, 0.763, -0.808)
H (1.824, 2.465, -1.560)
H (0.643, -0.655, -2.663)
C (-0.879, 2.260, -0.666)
H (-0.939, 2.605, -1.707)
C (0.030, 1.134, -3.687)
H (0.789, 1.897, -3.495)
H (-0.921, 1.636, -3.893)
H (0.319, 0.599, -4.599)
C (-1.491, -0.546, -2.597)
H (-2.297, 0.172, -2.410)
C (2.599, 1.810, 0.337)
H (-1.579, -1.353, -1.868)
H (-1.648, -0.966, -3.598)
C (2.872, 0.615, -1.870)
H (3.221, 0.970, 0.662)
H (3.234, 2.701, 0.270)
H (1.850, 1.982, 1.115)
C (1.962, 1.517, -1.028)
H (3.922, 0.805, -1.615)
H (2.748, 0.788, -2.943)
H (2.667, -0.444, -1.676)
C (-0.345, 3.416, 0.197)
H (-0.256, 3.113, 1.245)
H (-1.056, 4.250, 0.158)
H (0.626, 3.788, -0.133)
C (-2.302, 1.905, -0.217)
H (-2.673, 1.007, -0.712)
H (-2.976, 2.736, -0.458)
H (-2.350, 1.738, 0.864)
H (1.939, -0.666, 1.012)
H (1.843, -1.286, 1.579)
C (-0.089, -4.406, 3.578)
S (-0.131, -2.875, 2.579)
C (-1.862, -2.519, 3.071)
O (0.988, -2.285, 3.453)
H (-0.882, -5.106, 3.240)
H (-0.188, -4.191, 4.664)
H (0.888, -4.910, 3.419)
H (-2.071, -2.867, 4.104)
H (-2.030, -1.426, 3.117)
H (-2.570, -3.012, 2.373)

Results of the natural (NBO) charge analysis, in e, for atoms 1 through 2:
1. Os 0.027
2. C 0.584

***

The following is a quantum chemistry calculation of a structure of composition C14H30AsBIN3O3S5Tc at a distorted geometry, from the OMol25 dataset.

The calculation puts the HOMO energy (spin up / spin down) at -16.469 / -16.469 eV. The calculation puts the energy above the lowest of the compared OMol25 structures with the same formula, charge and spin at 2.299 eV. As for the LUMO energy (spin up / spin down): -11.596 / -11.595 eV. The calculation puts the frontier orbital gap (spin up / spin down) at 0.179 / 0.179 hartree. As for the net charge: +3.

Positions of all 59 atoms, in Å:
Tc (-1.204, -0.113, 0.104)
C (0.002, 1.046, 2.665)
C (-0.277, -0.390, 3.089)
N (-0.530, -1.271, 1.905)
C (-1.458, -2.381, 2.245)
C (-2.883, -1.873, 2.467)
S (-3.209, -0.434, 1.398)
C (-3.160, 0.995, 2.549)
C (-2.204, 2.056, 2.029)
N (-0.912, 1.482, 1.574)
H (1.016, 1.129, 2.285)
H (-0.085, 1.706, 3.532)
H (-1.143, -0.435, 3.743)
H (0.570, -0.766, 3.664)
H (0.354, -1.714, 1.665)
H (-1.120, -2.898, 3.146)
H (-1.444, -3.091, 1.422)
H (-3.088, -1.580, 3.495)
H (-3.605, -2.643, 2.197)
H (-2.899, 0.648, 3.545)
H (-4.174, 1.392, 2.588)
H (-2.045, 2.798, 2.815)
H (-2.645, 2.574, 1.175)
H (-0.422, 2.231, 1.083)
S (-3.279, -6.033, -4.893)
As (-2.700, -4.232, -4.270)
S (-1.630, -2.039, -1.214)
S (-0.118, -2.982, -2.134)
S (-0.849, -4.727, -2.793)
C (3.261, -0.742, -2.548)
C (3.002, -0.646, -1.055)
C (3.912, -1.610, -0.313)
O (1.605, -1.108, -0.822)
B (0.970, -0.154, -0.136)
O (1.663, 0.951, 0.161)
C (3.001, 0.835, -0.480)
C (4.034, 1.109, 0.598)
C (3.064, 1.922, -1.540)
H (3.211, -1.785, -2.858)
H (4.263, -0.376, -2.770)
H (2.540, -0.169, -3.129)
H (3.752, -2.620, -0.688)
H (3.736, -1.608, 0.762)
H (4.953, -1.347, -0.496)
H (3.963, 0.416, 1.435)
H (3.897, 2.121, 0.978)
H (5.037, 1.045, 0.176)
H (2.247, 1.838, -2.258)
H (4.010, 1.883, -2.078)
H (2.996, 2.896, -1.056)
N (-3.616, 1.063, -2.487)
C (-2.448, 1.615, -2.238)
O (-1.661, 1.144, -1.363)
C (-2.064, 2.840, -2.992)
I (-2.295, 4.474, -1.592)
H (-3.922, 0.243, -1.984)
H (-4.247, 1.458, -3.170)
H (-2.704, 3.035, -3.845)
H (-1.021, 2.825, -3.291)

Results of the natural (NBO) charge analysis, in e, for atoms 1 through 2:
1. Tc 0.343
2. C -0.255

***

The following is a quantum chemistry calculation of a cluster of 2 separate species, C14H30BClN3O6P2 in total at a distorted geometry, from the OMol25 dataset.

The calculation puts the HOMO energy at -9.358 eV. As for the LUMO energy: -4.055 eV. The calculation puts the frontier orbital gap at 0.195 hartree. As for the net charge: +1.

Positions of all 57 atoms, in Å:
C (-4.952, 2.493, 2.409)
C (-3.776, 2.111, 1.871)
C (-3.784, 1.220, 0.622)
C (-2.549, 1.395, -0.265)
C (-1.398, 0.425, -0.033)
Cl (-0.397, 0.438, -1.523)
O (-0.553, 0.875, 1.041)
C (0.622, 0.331, 1.034)
N (1.649, -0.207, 1.166)
C (-1.834, -1.013, 0.225)
C (-2.823, -0.969, 1.397)
B (-3.079, -2.378, 2.097)
O (-4.287, -3.007, 2.083)
O (-2.040, -2.966, 2.762)
N (-4.055, -0.230, 0.982)
P (-5.003, -0.995, -0.399)
P (-7.113, -0.477, -0.157)
O (-7.722, -0.776, -1.446)
O (-7.838, -1.324, 0.979)
O (-7.238, 1.073, 0.166)
H (-5.737, 1.793, 2.677)
H (-5.140, 3.551, 2.550)
H (-2.815, 2.414, 2.267)
H (-4.638, 1.549, 0.042)
H (-2.167, 2.396, -0.075)
H (-2.810, 1.387, -1.314)
H (-2.266, -1.437, -0.678)
H (-0.982, -1.618, 0.524)
H (-2.332, -0.342, 2.149)
H (-4.365, -3.478, 2.922)
H (-1.547, -2.331, 3.289)
H (-4.670, -0.217, 1.794)
H (-5.008, -2.397, -0.237)
H (-7.299, -1.446, 1.770)
H (-7.687, 1.503, -0.576)
C (7.955, 0.792, -0.408)
C (6.451, 0.951, -0.572)
N (5.993, 0.754, -1.935)
C (4.613, 1.155, -2.136)
C (3.519, 0.374, -1.394)
C (6.380, -0.501, -2.555)
C (5.944, -1.807, -1.875)
H (8.494, 1.471, -1.069)
H (8.237, 1.024, 0.620)
H (8.285, -0.227, -0.611)
H (6.191, 1.970, -0.272)
H (5.947, 0.278, 0.140)
H (4.394, 1.137, -3.207)
H (4.529, 2.208, -1.848)
H (3.341, -0.600, -1.850)
H (2.575, 0.921, -1.432)
H (3.760, 0.229, -0.343)
H (7.469, -0.513, -2.643)
H (6.027, -0.502, -3.590)
H (6.074, -1.776, -0.793)
H (6.549, -2.634, -2.251)
H (4.906, -2.053, -2.093)

Results of the natural (NBO) charge analysis, in e, for atoms 1 through 2:
1. C -0.300
2. C -0.268

***

Which of these has the lowest net charge? C14H29O24PS6